1.
{"formula": "C8H14N3Re", "method": "wB97M-V/def2-TZVPD", "elements": ["Re", "N", "N", "N", "C", "C", "C", "C", "C", "C", "C", "C", "H", "H", "H", "H", "H", "H", "H", "H", "H", "H", "H", "H", "H", "H"], "positions_angstrom": [[1.509, -0.256, 0.131], [3.756, 0.930, 2.924], [1.920, 0.444, 1.838], [1.522, 0.959, -1.472], [1.593, 1.509, 2.712], [2.536, 2.104, 4.817], [0.083, 2.200, 4.406], [3.265, 0.256, 1.858], [-2.342, -0.827, -2.170], [1.215, 2.388, 5.228], [2.741, 1.717, 3.505], [0.275, 1.732, 3.095], [-2.955, 0.029, -2.103], [-0.942, 2.403, 4.770], [4.711, 0.807, 3.235], [3.393, 2.187, 5.477], [1.017, 0.627, -2.298], [-1.946, -1.017, -3.170], [2.471, 1.100, -1.816], [-0.535, 1.467, 2.395], [1.177, 1.924, -1.392], [-0.080, -0.361, 0.701], [1.018, 2.785, 6.228], [-2.817, -1.760, -1.839], [-1.427, -0.709, -1.510], [3.795, -0.434, 1.220]], "atomic_forces_ev_per_a": [[-3.29, -1.96, -1.17], [0.58, 0.29, -0.51], [2.68, 1.65, 1.39], [0.23, 1.60, -3.19], [0.35, -2.50, 0.25], [-0.45, 1.02, 0.68], [0.08, 0.04, -1.24], [-1.43, 1.12, 2.65], [2.32, -1.59, 0.70], [0.47, 0.18, 0.01], [-1.00, -1.43, -0.30], [-0.52, 0.59, 0.88], [-0.77, 0.79, -0.03], [0.89, -0.15, -0.14], [-0.18, 0.34, 0.14], [-0.29, 0.10, 0.21], [-0.02, -0.14, 0.01], [-0.31, 0.27, -0.09], [0.27, -0.05, -0.34], [0.43, 0.13, 0.61], [-0.17, -0.39, 0.57], [0.70, -0.08, -0.41], [0.36, -0.32, -0.23], [-0.18, 0.48, -0.05], [-1.04, 0.06, -0.54], [0.32, -0.07, 0.13]], "relative_energy_kj_mol": 0.0, "gap_ev": [6.344, 6.878], "total_charge": 1, "e_tot_ha": -555.35367, "spin_multiplicity": 4, "lumo_ev": [-3.725, -3.643], "largest_force_ev_per_a": 4.004}

***

2.
{"formula": "C12H32F2LiO4", "method": "wB97M-V/def2-TZVPD", "elements": ["F", "F", "O", "O", "O", "O", "C", "C", "C", "C", "C", "C", "C", "C", "C", "C", "C", "C", "Li", "H", "H", "H", "H", "H", "H", "H", "H", "H", "H", "H", "H", "H", "H", "H", "H", "H", "H", "H", "H", "H", "H", "H", "H", "H", "H", "H", "H", "H", "H", "H", "H"], "positions_angstrom": [[1.125, -0.334, 1.551], [-1.410, -0.808, 0.786], [-0.786, -0.172, 2.774], [-2.017, 0.826, -0.253], [1.210, -1.196, -0.527], [-0.131, 0.391, -0.552], [-1.649, 0.165, -2.507], [1.009, -3.491, -1.026], [-3.931, 0.907, -1.697], [0.783, 1.659, -2.334], [2.918, -2.086, -1.944], [0.676, 2.526, 0.007], [-0.366, 0.328, 3.942], [0.222, 1.708, 3.713], [-2.611, 0.177, -1.319], [1.474, -2.125, -1.501], [0.772, -0.643, 4.430], [0.862, 1.251, -0.814], [0.156, -0.539, 0.371], [0.389, -1.655, 4.562], [0.971, -0.185, 5.399], [1.777, 0.673, -0.683], [-2.878, -0.836, -1.016], [0.748, 2.454, 1.092], [0.905, -1.828, -2.381], [-0.324, 2.921, -0.176], [-0.946, 0.875, -0.704], [-0.168, 2.157, -2.525], [0.780, 0.750, -2.936], [1.171, 2.048, 4.128], [3.326, -1.094, -2.137], [-4.647, 1.071, -0.891], [-0.062, -3.285, -1.025], [1.664, -0.742, 3.812], [-2.127, -0.220, -3.408], [-4.467, 0.303, -2.429], [-1.328, 1.155, -2.830], [-0.489, 2.381, 4.192], [1.622, 2.324, -2.539], [3.218, -2.685, -2.804], [-0.008, -0.470, 2.296], [-1.641, 0.077, 0.216], [1.327, -4.286, -1.701], [-3.659, 1.826, -2.215], [1.495, -3.739, -0.083], [0.155, 2.038, 2.676], [-0.775, -0.410, -2.202], [1.260, 3.385, -0.323], [-1.132, 0.398, 4.715], [1.952, -1.365, 0.058], [3.585, -2.577, -1.236]], "atomic_forces_ev_per_a": [[3.52, 0.29, 1.86], [-0.26, -6.19, 1.73], [-4.20, 0.21, 1.47], [-9.36, 7.07, -2.88], [4.80, -4.26, -2.03], [4.21, 6.77, -7.43], [-0.97, -0.77, -1.01], [0.35, 0.50, -0.75], [0.48, -0.65, -0.70], [0.78, 0.12, 1.06], [1.55, -0.46, 0.00], [-0.06, 0.89, 0.11], [3.61, -1.26, -0.05], [-0.97, 2.19, 0.50], [-2.34, 1.01, -0.90], [0.42, -0.84, -2.25], [-0.88, 0.77, 1.45], [1.24, 2.01, -1.90], [-0.98, -6.15, 7.03], [-0.27, 0.00, 0.16], [0.87, -0.56, 0.49], [0.48, 1.11, 0.28], [0.18, -0.25, -0.04], [0.34, -0.43, -0.34], [-0.41, -0.10, -0.12], [-0.43, -0.35, -0.04], [-0.63, 1.73, -0.07], [0.62, 0.50, 0.09], [0.41, 0.20, -0.21], [0.36, -0.71, 0.05], [-0.31, 0.20, 0.15], [0.46, 0.15, 0.28], [-0.16, -1.13, 0.72], [-0.25, 0.65, -0.17], [-0.19, -0.56, 0.01], [-0.06, -0.14, -0.25], [-0.58, -0.35, 0.46], [-0.15, 0.54, 0.18], [0.04, -0.03, -0.38], [-0.87, -0.03, -0.56], [0.80, -0.02, -0.56], [-0.12, -1.90, 2.95], [-0.44, -0.01, -0.35], [-0.20, 0.34, 0.25], [-0.54, 0.22, 0.36], [0.21, -0.65, 0.13], [-0.37, -0.04, -0.80], [0.71, -0.19, -0.07], [-0.32, -0.29, -0.03], [-0.11, 0.59, 1.29], [-0.01, 0.28, 0.84]], "gap_ev": 7.370, "total_charge": -1, "e_tot_ha": -984.42078, "lumo_ev": 2.763, "largest_force_ev_per_a": 12.077}

***

3.
{"formula": "C29H20N3O2PdS", "method": "wB97M-V/def2-TZVPD", "elements": ["Pd", "S", "O", "O", "N", "N", "N", "C", "C", "C", "C", "C", "C", "C", "C", "C", "C", "C", "C", "C", "C", "C", "C", "C", "C", "C", "C", "C", "C", "C", "C", "C", "C", "C", "C", "C", "H", "H", "H", "H", "H", "H", "H", "H", "H", "H", "H", "H", "H", "H", "H", "H", "H", "H", "H", "H"], "positions_angstrom": [[0.013, 0.071, 1.313], [-0.334, 1.083, 5.618], [-2.952, 1.505, 0.723], [1.240, 2.074, -1.006], [0.503, -1.029, -0.436], [-0.703, 1.562, 0.154], [0.653, -1.388, 2.637], [4.470, -2.309, -1.032], [-3.112, 3.856, -3.082], [-1.129, -0.583, -3.744], [-0.993, 2.419, 4.761], [-0.969, 2.240, 3.412], [0.966, -1.915, 4.944], [-0.923, 2.830, -1.786], [-2.038, 1.852, 0.001], [1.797, -1.408, -0.704], [-2.466, -0.767, -3.414], [-2.788, -1.067, -2.095], [-1.799, -1.194, -1.135], [2.127, -2.435, -1.614], [0.558, -1.037, 3.941], [-2.187, 2.663, -1.259], [4.164, -1.291, -0.136], [-0.442, -1.008, -1.450], [1.461, -3.156, 4.591], [-0.715, 3.511, -2.966], [-0.010, 0.277, 4.122], [-1.836, 4.025, -3.614], [3.433, -2.868, -1.770], [2.864, -0.842, 0.021], [1.536, -3.508, 3.251], [0.037, 2.132, -0.860], [1.119, -2.590, 2.304], [-0.134, -0.698, -2.786], [-0.396, 0.996, 3.017], [-3.306, 3.167, -1.887], [3.641, -3.665, -2.476], [0.885, -1.614, 5.980], [0.283, 3.625, -3.371], [0.898, -0.506, -3.055], [-2.063, -1.398, -0.104], [-3.824, -1.193, -1.804], [1.782, -3.849, 5.359], [5.489, -2.652, -1.159], [-1.371, 3.267, 5.311], [-3.240, -0.659, -4.163], [-0.855, -0.322, -4.760], [1.336, -2.903, -2.187], [2.645, -0.018, 0.690], [1.915, -4.470, 2.935], [4.954, -0.822, 0.440], [1.151, -2.798, 1.244], [-1.718, 4.559, -4.549], [-1.358, 2.967, 2.713], [-3.965, 4.262, -3.613], [-4.291, 3.018, -1.466]], "atomic_forces_ev_per_a": [[-0.03, 0.01, 0.01], [0.02, 0.01, 0.00], [0.00, 0.04, 0.03], [0.00, 0.05, 0.04], [-0.10, 0.05, 0.03], [0.04, 0.08, 0.03], [0.04, -0.04, 0.00], [0.00, 0.01, 0.01], [0.00, -0.01, 0.00], [0.02, -0.01, 0.00], [-0.02, 0.00, 0.00], [0.02, 0.01, 0.00], [0.00, 0.00, 0.00], [0.02, 0.04, 0.02], [-0.03, -0.15, -0.09], [0.04, 0.02, -0.02], [-0.01, 0.00, 0.01], [0.00, 0.02, -0.02], [0.01, 0.02, 0.03], [0.02, -0.01, 0.02], [-0.02, 0.01, -0.01], [0.01, 0.04, 0.03], [0.01, -0.01, -0.01], [0.02, -0.05, 0.00], [0.00, 0.00, 0.00], [0.00, 0.00, 0.00], [-0.01, 0.00, 0.01], [0.00, -0.01, 0.00], [-0.02, 0.00, -0.01], [-0.02, 0.00, -0.01], [0.00, -0.01, 0.00], [-0.01, -0.12, -0.10], [0.00, 0.02, 0.01], [0.01, 0.00, -0.03], [0.02, -0.03, -0.01], [0.00, 0.01, 0.00], [0.00, 0.00, 0.00], [0.00, 0.00, 0.00], [0.00, 0.00, 0.00], [0.00, 0.00, 0.00], [0.00, 0.00, 0.00], [0.00, 0.00, 0.00], [0.00, 0.00, 0.00], [0.00, 0.00, 0.00], [-0.01, 0.00, 0.00], [0.00, 0.00, 0.00], [0.00, 0.00, 0.00], [-0.02, 0.01, 0.00], [-0.01, 0.00, 0.00], [0.00, 0.00, 0.00], [0.00, 0.00, 0.00], [0.00, -0.01, -0.01], [0.00, 0.00, 0.00], [0.00, 0.00, 0.00], [0.00, 0.00, 0.00], [0.00, 0.00, 0.00]], "relative_energy_kj_mol": 0.0, "gap_ev": 6.183, "total_charge": -1, "e_tot_ha": -1958.06890, "lumo_ev": 2.510, "largest_force_ev_per_a": 0.179}